The following is a DFT calculation (ωB97M-V/def2-TZVPD) of a cluster of 2 separate species, C4H15N3S in total.

Results
E, Ha: -723.7919
Energy relative to the best compared isomer or geometry (same formula, charge and spin), kJ/mol: 111.9
Structure (SMILES): NCCN.NCCS

Bonds (Å) are listed after each position.
Atoms and positions in Å:
1 S -0.9944 -0.6589 1.2435  C8 1.806, H22 1.530
2 N -1.7235 -0.9126 -1.9791  C6 1.464, H17 1.017, H20 1.016
3 N 0.9101 1.5453 1.9268  C5 1.484, H13 1.012, H15 1.011
4 N 2.2104 1.4577 -1.6505  C7 1.467, H12 1.019, H14 1.018
5 C 1.7961 1.7733 0.7585  N3 1.484, C7 1.526, H9 1.093, H18 1.096
6 C -1.9367 -1.9745 -0.9942  N2 1.464, C8 1.514, H10 1.095, H21 1.095
7 C 1.2766 1.1883 -0.5519  N4 1.467, C5 1.526, H16 1.084, H19 1.102
8 C -0.9033 -2.0609 0.1091  S1 1.806, C6 1.514, H11 1.093, H23 1.092
9 H 1.9164 2.8547 0.6571  C5 1.093
10 H -2.0082 -2.9142 -1.5518  C6 1.095
11 H 0.1110 -2.2063 -0.2704  C8 1.093
12 H 2.1110 2.4275 -1.9483  N4 1.019
13 H 1.4940 1.2552 2.7006  N3 1.012
14 H 1.8379 0.9871 -2.4721  N4 1.018
15 H 0.3803 2.3668 2.1856  N3 1.011
16 H 1.1091 0.1191 -0.4936  C7 1.084
17 H -1.5845 -0.0366 -1.4806  N2 1.017
18 H 2.7833 1.3475 0.9691  C5 1.096
19 H 0.2810 1.6215 -0.7384  C7 1.102
20 H -0.8444 -1.0915 -2.4556  N2 1.016
21 H -2.9281 -1.8162 -0.5573  C6 1.095
22 H -0.0604 0.4573 1.7165  S1 1.530
23 H -1.1522 -2.9507 0.6904  C8 1.092

The following is a DFT calculation (ωB97M-V/def2-TZVPD) of a cluster of 3 separate species, C4H15N4 in total.

Results
E, Ha: -380.1189
Energy relative to the best compared isomer or geometry (same formula, charge and spin), kJ/mol: 310.7
Total charge: +1

Bonds (Å) are listed after each position.
Atoms and positions in Å:
1 N 0.3011 -2.3093 -0.6475  C7 1.287, H9 0.994, H17 0.968
2 N -1.0997 -1.1385 0.7301  C7 1.314, H10 1.096, H18 1.079
3 N 2.8698 0.3782 -0.5859  C5 1.305, H21 1.004, H22 0.983
4 N -2.7628 0.9968 0.9209  H13 0.986, H15 1.056, H16 1.009
5 C 1.6696 0.5693 -0.1109  N3 1.305, C6 1.465
6 C 1.7289 1.4606 1.0504  C5 1.465, H12 1.135, H14 1.187, H19 1.193
7 C -0.4863 -1.3168 -0.4183  N1 1.287, N2 1.314, C8 1.508
8 C -0.8541 -0.3615 -1.5254  C7 1.508, H11 1.095, H20 1.135, H23 1.027
9 H 0.5664 -3.0929 -0.0966  N1 0.994
10 H -1.7924 -0.3070 0.9030  N2 1.096
11 H -0.9590 0.6831 -1.2122  C8 1.095
12 H 0.8199 1.1849 1.6723  C6 1.135
13 H -2.1047 1.6953 1.1487  N4 0.986
14 H 2.6298 1.3745 1.8185  C6 1.187
15 H -3.3867 0.8216 1.7541  N4 1.056
16 H -3.2012 1.0704 0.0153  N4 1.009
17 H 0.5963 -2.0869 -1.5418  N1 0.968
18 H -0.8109 -1.8658 1.4737  N2 1.079
19 H 1.8137 2.5267 0.5216  C6 1.193
20 H -1.9351 -0.4996 -1.8415  C8 1.135
21 H 2.9827 -0.2476 -1.3624  N3 1.004
22 H 3.6766 0.8623 -0.3024  N3 0.983
23 H -0.2619 -0.3979 -2.3636  C8 1.027

The following is a DFT calculation (ωB97M-V/def2-TZVPD) of a cluster of 2 separate species, C4H15N4 in total.

Results
E, Ha: -380.0610
Energy relative to the best compared isomer or geometry (same formula, charge and spin), kJ/mol: 462.6
Total charge: +1

Bonds (Å) are listed after each position.
Atoms and positions in Å:
1 N 1.4737 1.5436 0.6977  C5 1.439, H12 0.974, H23 1.065
2 N 0.2150 -0.2735 0.3036  N4 1.271, C5 1.480
3 N -1.2182 1.2180 0.4667  C8 1.472, H13 0.991, H18 1.058
4 N -0.3485 -1.2741 -0.2423  N2 1.271, C6 1.438, H11 1.035
5 C 1.2460 0.5717 -0.3387  N1 1.439, N2 1.480, C7 1.474, H14 1.071
6 C -1.1028 -2.1691 0.5927  N4 1.438, H9 1.150, H15 1.187, H19 1.130
7 C 2.3139 -0.3845 -0.6810  C5 1.474, H10 1.099, H20 1.132, H21 1.134
8 C -2.2463 1.0768 -0.5772  N3 1.472, H16 1.116, H17 1.160, H22 1.143
9 H -2.0962 -1.8146 1.0500  C6 1.150
10 H 2.0924 -1.1874 -1.3975  C7 1.099
11 H -0.1426 -1.4533 -1.2409  N4 1.035
12 H 2.3211 2.0117 0.5871  N1 0.974
13 H -0.8094 2.1179 0.5449  N3 0.991
14 H 0.8873 1.0167 -1.2448  C5 1.071
15 H -0.3691 -2.2692 1.5207  C6 1.187
16 H -1.5629 0.7785 -1.4079  C8 1.116
17 H -2.8109 2.0783 -0.7276  C8 1.160
18 H -1.4286 0.9126 1.4577  N3 1.058
19 H -1.1817 -3.1964 0.1285  C6 1.130
20 H 3.2201 0.2121 -1.0035  C7 1.132
21 H 2.6300 -0.7347 0.3506  C7 1.134
22 H -2.9652 0.2148 -0.3587  C8 1.143
23 H 1.8830 1.0040 1.5199  N1 1.065

The following is a DFT calculation (ωB97M-V/def2-TZVPD) of a cluster of 3 separate species, C4H15NO2 in total.

Results
E, Ha: -366.6098
Energy relative to the best compared isomer or geometry (same formula, charge and spin), kJ/mol: 108.5
Structure (SMILES): CCNCC.O.O

Bonds (Å) are listed after each position.
Atoms and positions in Å:
1 O -0.5270 -1.2904 3.6479  H18 0.962, H22 0.977
2 O -1.4999 0.5542 1.2828  H12 0.969, H14 0.955
3 N 0.5751 0.2339 -0.6942  C5 1.477, C7 1.469, H19 1.011
4 C -0.0449 2.6207 -1.1656  C7 1.527, H13 1.080, H15 1.082, H21 1.082
5 C 0.1297 -1.1361 -1.0212  N3 1.477, C6 1.511, H9 1.088, H11 1.089
6 C 0.6095 -2.1160 0.0239  C5 1.511, H10 1.080, H16 1.094, H20 1.102
7 C 0.1074 1.1978 -1.6991  N3 1.469, C4 1.527, H8 1.082, H17 1.097
8 H -0.8230 0.8283 -2.1094  C7 1.082
9 H -0.9573 -1.1025 -1.0485  C5 1.088
10 H 1.6564 -2.0194 0.2723  C6 1.080
11 H 0.4722 -1.3811 -2.0258  C5 1.089
12 H -0.7366 0.2341 0.7792  O2 0.969
13 H -1.0942 2.8509 -1.0525  C4 1.080
14 H -1.5310 0.4781 2.2343  O2 0.955
15 H 0.4418 2.7232 -0.2045  C4 1.082
16 H 0.3143 -3.1455 -0.1984  C6 1.094
17 H 0.7700 1.1782 -2.5734  C7 1.097
18 H -0.1256 -0.6723 3.0292  O1 0.962
19 H 1.5851 0.2385 -0.7334  N3 1.011
20 H 0.0670 -1.9301 0.9650  C6 1.102
21 H 0.3907 3.3408 -1.8455  C4 1.082
22 H 0.2204 -1.6852 4.1370  O1 0.977

The following is a DFT calculation (ωB97M-V/def2-TZVPD) of a cluster of 3 separate species, C4H15NO2 in total.

Results
E, Ha: -366.5602
Energy relative to the best compared isomer or geometry (same formula, charge and spin), kJ/mol: 238.8
Structure (SMILES): CCCCN.O.O

Bonds (Å) are listed after each position.
Atoms and positions in Å:
1 O 2.7378 0.5841 -2.0908  H9 0.952, H21 0.951
2 O 0.0410 1.1106 -1.5407  H11 1.017, H22 0.971
3 N 0.2051 1.5579 1.7589  C5 1.472, H16 0.931, H18 1.039
4 C 0.2350 -1.1831 -0.0245  C6 1.641, C7 1.469, H12 1.194, H17 1.108
5 C -0.9571 0.6846 1.5269  N3 1.472, C6 1.500, H8 1.203, H20 1.180
6 C -0.5248 -0.7424 1.3619  C4 1.641, C5 1.500, H13 1.151, H15 1.120
7 C -0.8220 -1.5476 -0.9781  C4 1.469, H10 1.111, H14 1.099, H19 1.104
8 H -1.4475 1.1034 0.5112  C5 1.203
9 H 1.9793 1.0403 -2.4415  O1 0.952
10 H -1.7991 -1.0565 -0.7818  C7 1.111
11 H -0.3020 1.8992 -2.0829  O2 1.017
12 H 0.9583 -0.2617 -0.2577  C4 1.194
13 H -1.4520 -1.4177 1.4582  C6 1.151
14 H -1.0448 -2.6237 -0.9442  C7 1.099
15 H 0.1216 -1.0153 2.2349  C6 1.120
16 H 0.9874 1.0744 1.6160  N3 0.931
17 H 1.0426 -1.9171 0.1676  C4 1.108
18 H 0.0482 2.2066 2.5554  N3 1.039
19 H -0.5650 -1.2888 -2.0206  C7 1.104
20 H -1.7708 0.8860 2.3568  C5 1.180
21 H 2.5290 -0.2907 -1.7812  O1 0.951
22 H -0.2001 1.1974 -0.6038  O2 0.971

The following is a DFT calculation (ωB97M-V/def2-TZVPD) of a cluster of 3 separate species, C4H15NO2 in total.

Results
E, Ha: -366.5916
Energy relative to the best compared isomer or geometry (same formula, charge and spin), kJ/mol: 156.3
Structure (SMILES): CCCNC.O.O

Bonds (Å) are listed after each position.
Atoms and positions in Å:
1 O 3.3103 0.5847 0.6633  H8 0.955, H14 0.968
2 O -0.7895 -2.2872 -2.6106  H11 0.971, H19 0.971
3 N -1.1812 0.5522 -0.6087  C4 1.465, C6 1.464, H17 1.007
4 C -0.1816 1.4012 -1.2626  N3 1.465, H9 1.086, H10 1.089, H20 1.094
5 C -0.2672 0.3864 1.6708  C6 1.536, C7 1.511, H13 1.096, H18 1.087
6 C -1.4615 0.8121 0.8045  N3 1.464, C5 1.536, H21 1.099, H22 1.085
7 C -0.0651 -1.1110 1.6582  C5 1.511, H12 1.062, H15 1.087, H16 1.093
8 H 3.2718 -0.3699 0.6721  O1 0.955
9 H 0.2498 0.9025 -2.1252  C4 1.086
10 H -0.6274 2.3545 -1.5439  C4 1.089
11 H -0.6654 -2.9336 -1.8967  O2 0.971
12 H 0.8588 -1.4994 2.0091  C7 1.062
13 H 0.5888 0.7916 1.1195  C5 1.096
14 H 2.4114 0.7999 0.9515  O1 0.968
15 H -0.1573 -1.4935 0.6451  C7 1.087
16 H -0.8625 -1.6573 2.1693  C7 1.093
17 H -2.0058 0.7626 -1.1477  N3 1.007
18 H -0.2391 0.8941 2.6318  C5 1.087
19 H 0.1420 -2.0129 -2.6038  O2 0.971
20 H 0.6197 1.7370 -0.5977  C4 1.094
21 H -1.5722 1.9033 0.8761  C6 1.099
22 H -2.3493 0.2836 1.1355  C6 1.085

The following is a DFT calculation (ωB97M-V/def2-TZVPD) of a cluster of 3 separate species, C4H15NO2 in total.

Results
E, Ha: -366.2994
Energy relative to the best compared isomer or geometry (same formula, charge and spin), kJ/mol: 31.2
<S²>: 0.75
Spin multiplicity: 2
Total charge: +1

Bonds (Å) are listed after each position.
Atoms and positions in Å:
1 O -2.0157 2.1111 4.0066  H9 0.962, H10 0.969
2 O 0.7082 -0.3593 2.1412  H8 0.960, H19 0.964
3 N 0.2621 -0.1252 -1.1528  C5 1.425, C6 1.473, H15 1.027
4 C 2.6194 -0.7508 -0.5900  C6 1.500, H14 1.085, H18 1.086, H21 1.087
5 C -0.9754 -0.3894 -1.8085  N3 1.425, C7 1.547, H13 1.088, H16 1.087
6 C 1.2201 -1.2100 -0.8761  N3 1.473, C4 1.500, H12 1.091, H17 1.110
7 C -2.0955 0.5317 -1.2686  C5 1.547, H11 1.059, H20 1.085, H22 1.092
8 H -0.2025 -0.3257 2.4445  O2 0.960
9 H -1.4275 1.4164 4.3188  O1 0.962
10 H -1.4689 2.8915 4.1812  O1 0.969
11 H -3.0182 0.2457 -1.7036  C7 1.059
12 H 0.6687 -1.8603 -0.1958  C6 1.091
13 H -1.2857 -1.4036 -1.5640  C5 1.088
14 H 2.6943 -0.2854 0.3872  C4 1.085
15 H 0.7901 0.6119 -1.6360  N3 1.027
16 H -0.9738 -0.3582 -2.8953  C5 1.087
17 H 1.2701 -1.6935 -1.8736  C6 1.110
18 H 3.0089 -0.0351 -1.3086  C4 1.086
19 H 0.9049 0.4734 1.6969  O2 0.964
20 H -2.0721 0.5357 -0.1844  C7 1.085
21 H 3.3055 -1.5937 -0.5734  C4 1.087
22 H -1.9169 1.5730 -1.5456  C7 1.092

The following is a DFT calculation (ωB97M-V/def2-TZVPD) of a cluster of 3 separate species, C4H15NO2S in total.

Results
E, Ha: -764.7777
Energy relative to the best compared isomer or geometry (same formula, charge and spin), kJ/mol: 117.1
Structure (SMILES): CNCCCS.O.O

Bonds (Å) are listed after each position.
Atoms and positions in Å:
1 S -0.5227 2.4854 0.1085  C5 1.852, H15 1.341
2 O 2.7438 -1.4982 0.0704  H21 0.964, H23 0.958
3 O 2.2768 1.1065 1.4184  H10 0.964, H12 0.960
4 N -1.8020 -1.8922 -0.5752  C7 1.428, C8 1.448, H9 1.008
5 C -0.3980 0.6971 -0.3551  S1 1.852, C6 1.523, H16 1.089, H20 1.090
6 C -0.5351 -0.2064 0.8638  C5 1.523, C8 1.549, H17 1.078, H19 1.091
7 C -1.3518 -1.9348 -1.9300  N4 1.428, H13 1.092, H14 1.101, H18 1.096
8 C -0.8906 -1.6771 0.5298  N4 1.448, C6 1.549, H11 1.088, H22 1.083
9 H -2.7462 -1.5871 -0.3998  N4 1.008
10 H 2.4479 1.1737 0.4722  O3 0.964
11 H 0.0401 -2.1439 0.2149  C8 1.088
12 H 1.4359 1.5532 1.5400  O3 0.960
13 H -1.5695 -2.8794 -2.4323  C7 1.092
14 H -1.7547 -1.1616 -2.6016  C7 1.101
15 H -0.0961 3.0078 -1.0502  S1 1.341
16 H 0.5255 0.5782 -0.9194  C5 1.089
17 H 0.4333 -0.3594 1.3118  C6 1.078
18 H -0.2764 -1.7433 -2.0151  C7 1.096
19 H -1.3530 0.2277 1.4403  C6 1.091
20 H -1.2848 0.5023 -0.9585  C5 1.090
21 H 2.7414 -0.5388 0.1633  O2 0.964
22 H -1.3122 -2.1757 1.3943  C8 1.083
23 H 3.0248 -1.6230 -0.8365  O2 0.958

The following is a DFT calculation (ωB97M-V/def2-TZVPD) of a cluster of 4 separate species, C4H15NO3 in total.

Results
E, Ha: -441.8228
Energy relative to the best compared isomer or geometry (same formula, charge and spin), kJ/mol: 155.0
Structure (SMILES): CC/C=C/N.O.O.O

Bonds (Å) are listed after each position.
Atoms and positions in Å:
1 O -2.9836 -2.4570 -1.4644  H19 0.970, H23 0.964
2 O -1.7813 -1.4595 1.3471  H13 0.975, H21 0.964
3 O 0.0937 2.9461 2.3895  H9 0.958, H17 0.956
4 N -1.5439 0.5497 -1.1235  C6 1.414, H15 0.997, H18 1.016
5 C 2.6616 -0.7856 -0.2041  C7 1.553, H12 1.067, H14 1.092, H20 1.080
6 C -0.3486 0.4850 -0.3711  N4 1.414, C8 1.357, H16 1.117
7 C 2.1255 0.6681 -0.1064  C5 1.553, C8 1.467, H11 1.111, H22 1.126
8 C 0.8634 0.9000 -0.8171  C6 1.357, C7 1.467, H10 1.077
9 H 0.5686 2.1218 2.4999  O3 0.958
10 H 0.9142 1.5252 -1.6921  C8 1.077
11 H 1.9505 0.7945 0.9833  C7 1.111
12 H 3.6096 -0.8863 -0.6843  C5 1.067
13 H -1.5000 -1.7286 0.4528  O2 0.975
14 H 2.7425 -1.1960 0.8045  C5 1.092
15 H -2.3693 0.5892 -0.5653  N4 0.997
16 H -0.3637 -0.1727 0.5317  C6 1.117
17 H 0.1949 3.1579 1.4626  O3 0.956
18 H -1.5788 1.0944 -1.9802  N4 1.016
19 H -2.1581 -1.9511 -1.4018  O1 0.970
20 H 1.9064 -1.5067 -0.4782  C5 1.080
21 H -2.5012 -2.0629 1.5615  O2 0.964
22 H 3.0359 1.3099 -0.2715  C7 1.126
23 H -3.5384 -1.9353 -0.8728  O1 0.964

The following is a DFT calculation (ωB97M-V/def2-TZVPD) of a cluster of 4 separate species, C4H15NO3 in total.

Results
E, Ha: -441.8521
Energy relative to the best compared isomer or geometry (same formula, charge and spin), kJ/mol: 78.2
Structure (SMILES): CC(C)=CN.O.O.O

Bonds (Å) are listed after each position.
Atoms and positions in Å:
1 O -1.0828 -0.5662 2.7680  H16 0.963, H19 0.966
2 O -3.7326 0.7693 -0.1587  H9 0.961, H12 0.964
3 O -0.8706 1.6086 -1.6461  H18 0.961, H22 0.963
4 N 1.4789 0.8681 1.2572  C7 1.430, H15 1.002, H17 1.014
5 C 1.3925 -0.6838 -0.6275  C6 1.491, C7 1.332, C8 1.523
6 C 0.1087 -1.3818 -0.3329  C5 1.491, H11 1.095, H14 1.093, H21 1.087
7 C 1.9594 0.3319 0.0216  N4 1.430, C5 1.332, H20 1.082
8 C 2.1736 -1.2826 -1.7893  C5 1.523, H10 1.093, H13 1.089, H23 1.084
9 H -4.1330 0.9527 0.6950  O2 0.961
10 H 1.5714 -1.4837 -2.6794  C8 1.093
11 H -0.4825 -1.3903 -1.2548  C6 1.095
12 H -2.8317 1.1100 -0.1187  O2 0.964
13 H 2.5464 -2.2552 -1.4721  C8 1.089
14 H -0.5061 -0.7900 0.3502  C6 1.093
15 H 2.2480 1.2727 1.7562  N4 1.002
16 H -0.7553 -0.3943 3.6567  O1 0.963
17 H 1.0810 0.1162 1.8096  N4 1.014
18 H -1.1457 0.6912 -1.5736  O3 0.961
19 H -1.6212 0.2017 2.5383  O1 0.966
20 H 2.8530 0.8029 -0.3665  C7 1.082
21 H 0.2192 -2.3765 0.0901  C6 1.087
22 H -0.0072 1.6718 -1.2234  O3 0.963
23 H 2.9803 -0.6053 -2.0469  C8 1.084